The following is a quantum chemistry calculation of a 8-piece molecular cluster, C42H78O16 overall, from the OMol25 dataset.

The geometry in XYZ format:
```
136
Properties=species:S:1:pos:R:3:lowdin_charge:R:1
C 22.18 7.53 14.28 -0.143
O 23.45 7.96 13.96 -0.182
C 24.40 8.10 14.98 -0.199
C 25.48 9.06 14.51 -0.155
O 25.03 10.38 14.12 -0.169
C 24.28 11.20 14.97 -0.124
H 21.74 7.51 13.28 0.085
H 21.59 8.30 14.79 0.075
H 21.93 6.61 14.81 0.090
H 24.69 7.08 15.25 0.130
H 23.86 8.55 15.81 0.112
H 25.99 8.53 13.70 0.124
H 26.26 9.22 15.26 0.120
H 23.34 10.79 15.32 0.075
H 24.01 12.09 14.40 0.073
H 24.75 11.50 15.91 0.089
C 23.27 16.43 11.75 -0.084
O 24.56 16.51 11.10 -0.194
C 25.62 17.24 11.77 -0.153
C 26.13 16.48 13.03 -0.162
O 26.66 17.42 13.98 -0.174
C 27.94 17.68 13.73 -0.192
H 23.32 15.85 12.68 0.042
H 22.69 15.69 11.19 0.091
H 22.83 17.38 12.04 0.092
H 25.20 18.19 12.12 0.120
H 26.37 17.46 11.01 0.121
H 26.82 15.68 12.79 0.126
H 25.31 15.96 13.52 0.095
H 28.53 16.78 13.93 0.090
H 28.21 18.42 14.48 0.099
H 28.19 18.00 12.72 0.092
C 18.47 18.89 16.90 -0.119
O 18.31 17.81 17.83 -0.177
C 16.92 17.61 18.20 -0.168
C 16.88 16.31 19.05 -0.168
O 17.55 16.33 20.34 -0.176
C 16.77 15.76 21.34 -0.146
H 19.45 19.01 16.46 0.083
H 18.18 19.84 17.36 0.082
H 17.80 18.88 16.04 0.074
H 16.21 17.46 17.39 0.119
H 16.59 18.44 18.83 0.124
H 17.35 15.58 18.40 0.085
H 15.82 16.05 19.10 0.122
H 15.83 16.30 21.45 0.086
H 17.31 15.73 22.29 0.092
H 16.49 14.73 21.12 0.083
C 17.34 17.41 10.91 -0.084
O 16.02 17.10 10.47 -0.198
C 15.78 16.89 9.12 -0.209
C 16.71 15.84 8.39 -0.189
O 16.89 14.64 9.12 -0.212
C 15.66 13.83 9.18 -0.055
H 18.14 17.55 10.19 0.094
H 17.53 16.61 11.62 0.067
H 17.21 18.31 11.52 0.085
H 16.01 17.89 8.75 0.119
H 14.73 16.65 8.98 0.114
H 17.69 16.30 8.40 0.112
H 16.25 15.59 7.43 0.120
H 14.74 14.38 9.39 0.085
H 15.63 13.00 9.89 0.070
H 15.72 13.24 8.26 0.085
C 19.84 12.22 16.25 -0.078
O 19.13 12.26 17.50 -0.165
C 18.63 13.52 17.91 -0.207
C 19.79 14.45 18.41 -0.142
O 20.63 13.91 19.49 -0.168
C 19.75 13.42 20.54 -0.100
H 20.05 11.18 16.02 0.076
H 20.80 12.74 16.19 0.084
H 19.27 12.41 15.34 0.072
H 17.82 13.43 18.63 0.112
H 18.14 13.98 17.04 0.091
H 19.39 15.35 18.88 0.097
H 20.33 14.79 17.53 0.099
H 19.22 12.49 20.35 0.086
H 19.01 14.09 20.96 0.065
H 20.51 13.31 21.31 0.089
C 19.61 9.62 12.49 -0.109
O 19.27 10.99 12.22 -0.242
C 19.28 11.19 10.82 -0.193
C 19.16 12.73 10.70 -0.145
O 20.33 13.48 11.09 -0.176
C 20.92 13.33 12.36 -0.110
H 19.25 8.76 11.92 0.091
H 19.52 9.36 13.55 0.079
H 20.68 9.56 12.28 0.077
H 18.36 10.71 10.50 0.126
H 20.19 10.73 10.43 0.129
H 18.39 12.98 11.43 0.115
H 18.90 12.88 9.65 0.118
H 20.31 13.38 13.26 0.079
H 21.60 14.16 12.53 0.057
H 21.49 12.40 12.29 0.093
C 22.98 15.14 15.22 -0.089
O 21.75 15.22 14.54 -0.242
C 21.10 16.44 14.84 -0.182
C 19.69 16.39 14.25 -0.179
O 18.97 15.39 14.99 -0.201
C 17.61 15.37 14.61 -0.088
H 22.71 15.03 16.27 0.094
H 23.63 15.99 15.02 0.082
H 23.42 14.23 14.80 0.080
H 21.66 17.28 14.42 0.124
H 20.98 16.45 15.92 0.120
H 19.69 16.01 13.23 0.115
H 19.30 17.40 14.09 0.120
H 17.17 16.27 15.04 0.086
H 17.11 14.51 15.07 0.077
H 17.58 15.31 13.53 0.075
C 16.12 11.11 13.79 -0.042
C 15.36 12.29 13.56 -0.034
C 14.15 12.43 14.24 0.021
C 13.64 11.35 15.01 -0.102
C 14.44 10.22 15.18 -0.071
C 15.67 10.09 14.56 -0.016
C 13.92 8.96 15.86 -0.213
O 14.40 7.78 15.71 0.056
C 12.69 9.18 16.66 -0.091
C 12.29 8.10 17.49 -0.011
C 11.20 8.26 18.29 -0.058
C 10.45 9.43 18.12 -0.076
C 10.73 10.42 17.25 -0.006
C 11.94 10.35 16.53 -0.050
C 12.30 11.41 15.50 -0.294
O 11.54 12.31 15.18 0.107
H 17.09 11.07 13.31 0.088
H 15.83 13.03 12.93 0.094
H 13.57 13.33 14.09 0.117
H 16.26 9.21 14.78 0.123
H 12.97 7.26 17.56 0.118
H 10.97 7.35 18.83 0.111
H 9.51 9.39 18.66 0.106
H 9.99 11.20 17.10 0.121
```

Values from the calculation:
molar mass	839.070	g mol⁻¹
net charge	0
lowest unoccupied orbital energy	-1.217	eV
HOMO-LUMO gap	7.96	eV
HOMO level	-0.337	Eh